Record 1
{
  "formula": "C8H8Cl2O2S",
  "method": "ωB97M-V/def2-TZVPD",
  "species": ["C", "C", "C", "C", "C", "C", "C", "C", "O", "O", "S", "Cl", "Cl", "H", "H", "H", "H", "H", "H", "H", "H"],
  "coordinates": [[-1.2818, 0.2363, -1.3055], [-0.5019, 1.1687, -0.7903], [1.4997, -0.3363, -0.5400], [0.7272, -1.3231, -1.0736], [2.8591, -0.4898, 0.1624], [-0.6086, -1.0965, -1.7782], [1.0323, 1.0474, -0.5912], [0.3068, 0.8016, 2.0974], [3.3379, 0.4311, 0.7988], [0.3718, 3.2275, 0.8685], [1.3182, 2.0669, 1.0242], [1.3607, -2.8861, -0.9648], [1.7480, 2.0678, -1.9436], [-2.3637, 0.3012, -1.5331], [-1.0285, 2.0689, -0.6638], [3.1839, -1.4938, -0.0253], [-1.3369, -1.8712, -1.5919], [-0.2640, -1.0743, -2.8169], [0.9359, -0.0886, 2.0961], [-0.6128, 0.8676, 1.6254], [0.5024, 1.2062, 3.1287]],
  "forces_ev_per_a": [[1.3557, -2.2108, -1.2627], [0.2578, -0.6829, -0.8087], [0.3381, -0.0115, -0.0715], [0.4111, 1.7277, 0.9576], [-2.1664, 1.1325, -0.7019], [0.4961, 1.1154, 1.1885], [-2.7448, 1.8718, 0.1405], [4.5928, 1.6946, 0.9982], [0.1166, -1.8460, -0.7543], [0.7821, -0.9096, 0.2150], [-1.7567, 0.4507, 0.1577], [-0.1520, -1.4146, -0.2601], [0.1091, -0.5814, 0.5917], [0.8754, 0.3538, 0.3576], [0.2677, 1.5231, 0.8220], [1.4669, -0.6226, 0.5527], [0.2745, -0.7182, -0.1968], [-0.7627, 0.0713, -0.2925], [-0.7602, -0.4550, -0.4190], [-1.9310, -0.4168, -0.1887], [-1.0702, -0.0712, -1.0253]],
  "lowdin_charge": [-0.0512, -0.1853, -0.2977, -0.6024, -0.1977, -0.1411, -0.8123, -0.1468, 0.0007, -0.5581, 0.9318, 0.7756, 0.6449, 0.1211, 0.0914, 0.0776, 0.1028, 0.1295, 0.0390, 0.0098, 0.0683],
  "de_lowest_kj_mol": 5.40,
  "multiplicity": 1,
  "e_tot_ha": -1778.58194,
  "largest_force_ev_per_a": 5.0,
  "e_homo_ev": -8.9
}

Record 2
{
  "formula": "C45H44ClCsF4I2N8O9",
  "method": "ωB97M-V/def2-TZVPD",
  "species": ["Cs", "C", "N", "C", "C", "C", "N", "C", "C", "F", "C", "F", "C", "C", "F", "C", "F", "H", "H", "H", "H", "H", "H", "H", "H", "H", "H", "H", "I", "C", "C", "C", "I", "C", "O", "C", "C", "N", "C", "C", "C", "C", "C", "C", "N", "C", "H", "H", "H", "H", "H", "H", "H", "H", "H", "H", "H", "O", "Cl", "O", "O", "O", "C", "O", "C", "C", "C", "C", "C", "C", "N", "C", "N", "C", "C", "C", "C", "C", "C", "O", "C", "N", "C", "C", "C", "C", "C", "C", "O", "C", "H", "H", "H", "H", "H", "H", "H", "H", "H", "H", "H", "H", "H", "H", "H", "H", "H", "H", "H", "H", "H", "H", "O", "N"],
  "coordinates": [[0.4690, 0.8634, -0.1569], [3.0488, 2.7912, -3.7260], [2.5820, 3.7414, -2.7334], [3.0565, 5.0714, -3.0347], [1.1306, 3.6875, -2.6098], [0.5739, 4.3537, -1.3549], [1.0199, 3.6399, -0.1776], [0.7151, 4.0554, 1.0332], [1.1932, 3.3132, 2.1720], [1.9647, 2.1999, 1.9555], [0.9667, 3.6682, 3.4728], [1.4968, 2.8947, 4.4523], [0.2277, 4.7868, 3.8291], [-0.2638, 5.5234, 2.7641], [-1.0029, 6.6303, 3.0302], [-0.0447, 5.1977, 1.4486], [-0.5920, 6.0207, 0.5091], [2.6852, 3.0330, -4.7408], [2.6994, 1.7891, -3.4788], [4.1415, 2.7878, -3.7473], [2.7377, 5.7764, -2.2673], [2.6834, 5.4377, -4.0111], [4.1485, 5.0749, -3.0674], [0.8448, 2.6313, -2.6203], [0.6638, 4.1392, -3.5076], [-0.5214, 4.3533, -1.4633], [0.8666, 5.4134, -1.3499], [0.0233, 5.0457, 4.8553], [4.1582, -6.4359, 2.1670], [2.9713, -4.7351, 2.4569], [1.6241, -4.9036, 2.7213], [0.8435, -3.7729, 2.9219], [-1.1651, -3.9636, 3.4198], [1.4071, -2.5127, 2.8198], [0.6125, -1.3910, 2.9722], [2.7656, -2.3557, 2.5404], [3.2865, -0.9498, 2.3769], [4.6511, -0.8350, 1.8610], [5.3845, 0.2653, 2.4820], [5.0742, 1.6212, 1.8567], [5.2836, 2.8069, 2.5433], [4.9025, 4.0001, 1.9446], [4.3355, 3.9646, 0.6858], [4.1819, 2.7330, 0.0642], [4.5521, 1.5870, 0.6319], [3.5548, -3.4805, 2.3744], [1.1829, -5.8877, 2.7785], [3.2115, -0.4235, 3.3305], [2.5511, -0.4771, 1.7163], [4.5716, -0.5794, 0.8797], [6.4603, 0.0697, 2.4448], [5.1158, 0.3173, 3.5393], [5.6937, 2.7898, 3.5465], [5.0150, 4.9398, 2.4726], [3.9674, 4.8558, 0.1966], [3.7140, 2.6898, -0.9117], [4.5995, -3.3419, 2.1318], [-0.2150, -1.7093, -3.4672], [0.8825, -0.8014, -3.6303], [0.5353, 0.2445, -4.5639], [2.0566, -1.5033, -4.0809], [1.1785, -0.1715, -2.3365], [-2.2589, 1.1905, -2.7862], [-2.4668, -0.0034, -2.0587], [-3.6054, -0.6755, -2.2783], [-4.6339, -0.2223, -3.0969], [-5.7733, -0.9921, -3.3024], [-5.8966, -2.2234, -2.6862], [-4.8824, -2.6630, -1.8434], [-3.7411, -1.9080, -1.6185], [-2.7197, -2.4602, -0.8406], [-1.8360, -1.9180, 0.0705], [-2.1887, -0.8720, 0.8616], [-3.1910, 0.1602, 0.7207], [-2.7305, 1.4697, 0.5713], [-3.7662, 2.4137, 0.4285], [-5.1142, 2.0757, 0.4222], [-5.5168, 0.7588, 0.6381], [-4.5355, -0.2070, 0.8263], [-4.8175, -1.5260, 1.1280], [-6.1706, -1.8902, 1.1658], [-0.6453, -2.4087, 0.2778], [-0.0860, -3.5246, -0.3292], [1.1975, -3.3943, -0.8666], [1.9168, -4.4761, -1.3450], [1.3740, -5.7483, -1.2864], [0.0984, -5.9231, -0.7625], [-0.6244, -4.8321, -0.2991], [-1.8945, -4.9545, 0.2236], [-2.4342, -6.2461, 0.3419], [-1.2431, 1.4986, -2.5690], [-2.9525, 1.9695, -2.4604], [-2.3337, 1.0088, -3.8613], [-4.5443, 0.7384, -3.5820], [-6.5586, -0.6188, -3.9486], [-6.7764, -2.8362, -2.8412], [-4.9722, -3.6122, -1.3258], [-2.6482, -3.4614, -0.8868], [-1.3868, -0.5621, 1.3895], [-3.5142, 3.4673, 0.3061], [-5.8752, 2.8376, 0.2679], [-6.5685, 0.5081, 0.6617], [-6.1968, -2.9557, 1.3960], [-6.6622, -1.7217, 0.2014], [-6.7179, -1.3434, 1.9431], [1.6151, -2.3955, -0.9140], [2.8986, -4.3142, -1.7716], [1.9259, -6.6053, -1.6518], [-0.3257, -6.9172, -0.7212], [-3.4303, -6.1216, 0.7634], [-1.8333, -6.8675, 1.0145], [-2.5144, -6.7453, -0.6294], [0.2218, 0.2095, 4.3389], [0.8768, -0.7341, 4.2423]],
  "forces_ev_per_a": [[-0.6542, -0.0454, 1.2717], [0.0109, 0.0154, 0.0029], [0.0391, -0.0608, -0.0010], [-0.0082, -0.0174, 0.0216], [-0.0566, -0.0196, -0.0080], [0.0182, 0.0265, 0.0794], [0.2131, 0.3972, -0.0255], [0.0959, 0.0338, -0.0031], [0.0997, 0.0952, -0.0056], [-0.0882, 0.2504, 0.1005], [-0.0122, -0.0117, -0.0129], [0.0269, 0.0037, 0.0117], [-0.0028, 0.0073, 0.0018], [-0.0105, -0.0331, -0.0093], [0.0004, 0.0042, 0.0017], [0.0176, 0.0139, 0.0002], [0.0019, -0.0005, -0.0065], [-0.0030, -0.0053, -0.0069], [-0.0006, 0.0005, -0.0088], [0.0091, 0.0005, -0.0055], [0.0044, -0.0020, 0.0048], [-0.0017, 0.0027, -0.0039], [0.0085, -0.0008, -0.0041], [0.0355, 0.0414, 0.0161], [-0.0498, 0.0244, 0.0372], [-0.0010, -0.0016, 0.0371], [-0.0219, 0.0083, -0.0048], [-0.0010, -0.0032, 0.0024], [-0.0091, 0.0096, -0.0167], [0.0235, -0.0239, -0.0200], [0.0086, 0.0297, 0.0091], [-0.0433, -0.0149, 0.0487], [0.0073, 0.0046, 0.0468], [0.0425, -0.0361, 0.0538], [0.0348, 0.0099, -0.0699], [-0.0230, -0.0026, 0.0506], [-0.1252, 0.1161, -0.2979], [-0.0871, -0.0120, 0.2918], [-0.1763, 0.0806, -0.0200], [-0.0801, -0.1008, -0.0611], [-0.0460, 0.0453, 0.0413], [0.0383, -0.0178, 0.0796], [-0.0392, -0.0105, -0.0494], [0.0492, 0.0477, 0.0088], [0.0403, -0.0120, -0.0206], [-0.0149, -0.0165, -0.1390], [-0.0015, -0.0032, -0.0107], [-0.0148, -0.0019, 0.0123], [0.1672, 0.3229, 0.0335], [0.0930, -0.1629, -0.0481], [0.0189, 0.0040, -0.1303], [0.0984, -0.0661, 0.0435], [-0.0032, -0.0002, -0.0021], [0.0076, -0.0122, 0.0058], [-0.0110, -0.0031, -0.0054], [-0.0349, -0.0418, -0.0254], [-0.0065, -0.0242, 0.0341], [-0.0012, -0.0071, -0.0023], [0.0555, -0.0163, -0.1288], [0.0277, -0.0066, -0.0078], [0.0124, 0.0349, -0.0052], [0.3887, -0.6426, -1.4203], [0.0289, 0.0178, 0.0076], [0.2029, -0.1534, -0.1466], [-0.1056, 0.1314, 0.0592], [-0.0205, 0.0037, 0.0113], [0.0010, 0.0127, 0.0041], [0.0035, -0.0067, 0.0057], [-0.0113, 0.0005, 0.0132], [-0.0436, -0.0340, 0.0106], [0.1088, -0.0191, -0.0389], [-0.0282, -0.0036, 0.0250], [0.1398, -0.0809, -0.0429], [-0.0807, -0.0622, 0.0132], [-0.0528, -0.0602, -0.0120], [-0.0141, -0.0203, 0.0195], [0.0248, 0.0164, 0.0039], [-0.0087, 0.0084, -0.0048], [-0.0004, -0.0167, 0.0059], [0.0034, 0.0059, 0.0146], [-0.0063, -0.0009, 0.0035], [-0.1424, -0.0688, 0.1013], [-0.0412, -0.0202, 0.0339], [-0.0001, -0.0019, 0.0476], [0.0214, 0.0035, -0.0096], [0.0090, -0.0074, -0.0067], [0.0095, 0.0220, -0.0041], [0.0704, 0.1097, 0.0024], [-0.0830, 0.0598, -0.1034], [0.0039, 0.0248, 0.0431], [0.0808, 0.0835, -0.0084], [-0.0121, -0.0127, 0.0112], [-0.0082, -0.0059, 0.0004], [0.0010, -0.0030, 0.0036], [0.0014, 0.0024, 0.0017], [0.0017, 0.0006, 0.0015], [-0.0003, 0.0005, 0.0021], [0.0553, -0.0790, -0.0368], [-0.1237, 0.0026, 0.1375], [0.0030, -0.0012, 0.0010], [-0.0010, -0.0020, 0.0034], [0.0039, -0.0025, 0.0024], [0.0016, 0.0009, -0.0003], [0.0017, 0.0037, 0.0039], [0.0017, -0.0026, 0.0035], [-0.0103, -0.0137, -0.0129], [-0.0017, -0.0038, 0.0012], [0.0086, -0.0039, 0.0101], [0.0049, 0.0080, 0.0020], [0.0120, 0.0017, 0.0124], [-0.0013, -0.0052, -0.0043], [-0.0044, 0.0045, -0.0004], [0.0038, -0.0470, 0.0119], [-0.0733, 0.0197, 0.0347]],
  "lowdin_charge": [1.2465, -0.0984, -0.2775, -0.1190, -0.2150, -0.2557, -0.1097, -0.2584, -0.1823, -0.0641, -0.2451, 0.0463, 0.0105, -0.2425, 0.0473, -0.1392, 0.0394, 0.0883, 0.0689, 0.0795, 0.0695, 0.0812, 0.0774, 0.0722, 0.1225, 0.1148, 0.0961, 0.1091, 0.8104, -0.7161, -0.2248, -0.6208, 1.0225, -0.3266, -0.1246, -0.1221, -0.1562, -0.0418, -0.1655, -0.2777, -0.0401, -0.0716, -0.0638, -0.1179, 0.1148, -0.0975, 0.0794, 0.1184, 0.0883, 0.0977, 0.1105, 0.1118, 0.1052, 0.1021, 0.1031, 0.0906, 0.0950, -0.3295, 0.6315, -0.3611, -0.3547, -0.7335, -0.0684, -0.0895, -0.2142, -0.0093, -0.1077, -0.1231, -0.0423, -0.1612, 0.1835, -0.3826, 0.1152, -0.2661, -0.0989, -0.1904, -0.1348, -0.0657, -0.2424, -0.1011, -0.1221, 0.1255, -0.2148, -0.0178, -0.0875, -0.1124, -0.0453, -0.2275, -0.1848, -0.1106, 0.0474, 0.0965, 0.1017, 0.1024, 0.0901, 0.0879, 0.1138, 0.1193, 0.0556, 0.0637, 0.0784, 0.0837, 0.0845, 0.0803, 0.0860, 0.1018, 0.1043, 0.0900, 0.0909, 0.0901, 0.0876, 0.0912, 0.1127, 0.0382],
  "de_lowest_kj_mol": 0.00,
  "multiplicity": 1,
  "e_tot_ha": -4331.22093,
  "largest_force_ev_per_a": 1.6,
  "charge": -2,
  "e_homo_ev": -1.8
}

Record 3
{
  "formula": "C3H5FN2S",
  "method": "ωB97M-V/def2-TZVPD",
  "species": ["F", "C", "C", "N", "N", "C", "S", "H", "H", "H", "H", "H"],
  "coordinates": [[0.2084, 1.5639, -1.0039], [0.1488, 1.0229, 0.2246], [-1.0463, 0.2008, 0.3544], [-0.7769, -0.9201, -0.6190], [0.5900, -1.0890, -0.4496], [1.2406, -0.0460, -0.0432], [2.9257, 0.0853, -0.0961], [0.1070, 1.9136, 0.9240], [-1.2822, -0.1260, 1.4523], [-1.7893, 0.9169, 0.1485], [-1.2476, -1.5916, -0.1112], [0.9219, -1.9309, -0.7807]],
  "forces_ev_per_a": [[-0.9317, 1.6678, -2.3067], [1.9002, 0.2443, 1.4313], [-0.5509, -0.6267, 1.3436], [-1.7156, 2.7662, 0.4659], [-1.3169, 0.3602, 0.7034], [3.3073, 1.1363, 1.4302], [-1.4273, 0.0742, 0.3552], [1.1029, -1.5167, -0.1488], [0.9154, 0.2315, -1.8709], [-1.7963, 0.0870, -1.0590], [-0.9579, -2.8168, 0.5983], [1.4707, -1.6073, -0.9424]],
  "lowdin_charge": [0.0249, -0.3553, -0.1367, 0.0307, -0.0091, -0.7659, 0.5488, 0.1774, 0.1693, 0.1052, 0.0806, 0.1300],
  "de_lowest_kj_mol": 213.88,
  "multiplicity": 1,
  "e_tot_ha": -724.78516,
  "largest_force_ev_per_a": 3.8,
  "e_homo_ev": -8.2
}